No. 1
Molecular formula: C28H62N4O6V
Method: DFT, ωB97M-V/def2-TZVPD

Calculated values
Maximum force (eV/Å): 5.60
Multiplicity: 3
Kohn-Sham gap (alpha / beta) (Eh): 0.236 / 0.156
Net charge: +1
⟨S²⟩: 2.03
DFT total energy (Ha): -2718.03223
Highest occupied orbital energy (alpha / beta) (Ha): -0.3228 / -0.3158

The geometry in XYZ format:
```
101
Properties=species:S:1:pos:R:3:forces:R:3:mulliken_spin:R:1
O -24.4211 -8.8373 -15.2349 0.90 -0.08 -0.48 -0.1774
H -23.9965 -13.9463 -17.9943 0.21 -0.29 0.11 0.0000
C -18.8920 -9.9228 -14.3591 -0.60 -0.53 0.82 0.0391
H -18.6510 -11.1046 -16.9940 0.97 -0.72 0.18 0.0003
H -18.7520 -10.9176 -11.6433 0.69 -0.34 0.34 0.0002
C -25.1069 -12.5005 -15.6645 0.21 1.64 -1.64 0.0035
C -21.4656 -10.4410 -12.1176 -0.25 0.49 -0.67 0.0004
H -21.8321 -10.4069 -18.8293 -0.16 -0.62 0.16 0.0005
C -19.3283 -7.5635 -13.9672 -0.83 0.60 -1.25 0.0206
C -26.4792 -8.5673 -19.1075 -0.67 1.95 0.29 0.0106
H -22.0805 -12.5404 -12.5195 0.25 0.08 0.45 -0.0040
H -23.6636 -10.9184 -21.4958 0.00 -0.05 -0.20 -0.0001
N -24.9989 -8.6295 -19.3521 0.22 1.19 0.82 -0.0070
H -17.8221 -9.7426 -14.4646 -0.08 0.78 0.22 -0.0008
H -28.2326 -8.0010 -20.2890 -0.12 0.64 0.45 -0.0003
O -20.5543 -11.1623 -17.3350 -1.83 -1.03 1.00 0.0117
C -19.6359 -8.9550 -13.3647 1.20 1.11 0.47 0.0055
H -24.1067 -10.9315 -19.7988 0.12 0.08 0.09 -0.0019
H -21.8268 -5.0293 -16.3691 -0.31 0.06 -0.16 0.0004
H -27.5285 -12.0522 -14.5202 0.05 -0.66 -0.16 -0.0001
O -23.1568 -6.5999 -15.9435 -1.34 1.20 -0.06 -0.0059
H -26.7342 -10.2523 -17.7830 -0.25 0.04 0.14 -0.0023
H -25.9733 -6.7369 -18.2323 0.03 0.34 -0.29 0.0007
H -26.9530 -9.4521 -21.7587 -0.15 -0.08 0.12 0.0002
N -21.2637 -8.3207 -17.0164 0.38 0.89 -1.11 0.0346
C -18.9359 -8.8469 -12.0021 0.76 -0.58 2.32 -0.0122
H -20.7160 -11.0927 -10.1273 -0.35 -0.16 -0.24 -0.0003
H -25.0680 -8.8900 -22.6816 1.06 0.57 -0.53 -0.0010
H -21.2850 -11.8568 -13.9010 -0.12 0.65 0.02 0.0035
H -22.3909 -8.8397 -20.1974 0.44 0.14 0.21 0.0006
N -21.1119 -9.3203 -13.1149 -0.28 -0.04 -5.13 0.5036
H -27.6458 -6.9256 -17.9215 -0.45 -0.74 -0.40 0.0001
H -19.3878 -12.6188 -16.3285 -0.55 0.44 0.20 -0.0003
C -27.1866 -9.8945 -18.7079 1.23 0.66 -1.06 0.0027
H -27.0373 -10.5187 -14.0310 0.14 -0.01 1.03 0.0001
H -28.2635 -9.7408 -18.6388 0.09 -0.12 0.17 -0.0005
H -17.8906 -8.5385 -11.9858 0.50 -0.74 -1.39 0.0001
C -23.3350 -13.3294 -17.3862 -0.11 -0.10 -0.67 -0.0021
H -19.1571 -8.0123 -11.3368 -1.61 0.58 -0.53 -0.0057
H -23.6195 -10.6348 -12.4927 0.14 -0.42 0.07 0.0011
H -20.5324 -8.3166 -19.0465 -0.35 0.20 0.22 -0.0014
H -21.7099 -6.4838 -18.2087 -0.66 -1.09 -0.12 0.0017
H -19.0978 -12.4952 -18.0374 -0.04 0.12 -0.25 0.0001
C -22.9286 -10.2309 -11.7528 -0.22 0.65 -0.10 0.0004
C -20.4917 -8.8864 -18.1182 0.84 -2.35 -1.38 -0.0043
C -19.0719 -10.0570 -11.0559 -0.26 -0.43 -2.57 -0.0103
H -22.2097 -11.4275 -16.7548 0.55 0.10 -0.07 -0.0163
H -25.7670 -13.2657 -16.0728 -0.65 0.18 0.14 0.0002
H -27.1791 -7.8630 -22.4763 -0.12 -0.08 -0.16 0.0000
C -25.1849 -8.2475 -21.8088 -2.02 -2.13 0.01 0.0033
H -21.4249 -6.2054 -15.1411 0.91 -0.10 -0.25 -0.0054
H -25.3533 -11.0679 -20.9978 -0.16 0.47 -0.20 0.0005
H -23.0969 -10.6347 -10.7544 -0.25 -0.10 -0.15 0.0011
H -26.3793 -7.7548 -17.0035 -0.37 -0.70 0.18 -0.0022
H -20.0814 -10.6782 -19.2381 -0.29 0.09 -0.48 0.0000
C -19.3661 -11.9110 -17.1572 0.64 1.17 -1.01 0.0008
H -24.9017 -7.2057 -21.9590 0.21 -0.21 0.08 -0.0014
N -23.0200 -11.3369 -16.1588 -0.27 2.27 -1.01 -0.0278
C -24.4223 -8.9873 -20.6906 -0.64 0.36 0.73 -0.0010
C -21.8651 -6.0924 -16.1319 0.35 -0.44 -0.17 0.0044
H -22.6323 -8.5707 -21.8681 -0.27 0.52 -0.21 0.0005
C -24.4088 -10.5688 -20.7813 0.76 0.96 -0.19 0.0033
H -19.3488 -9.8396 -15.3452 -0.10 -0.19 0.12 0.0026
C -26.7213 -7.4968 -18.0058 1.95 0.58 0.80 -0.0004
H -22.5934 -12.8657 -18.0368 0.09 -0.37 -0.43 -0.0002
H -18.8833 -10.9618 -14.0299 -0.52 -0.11 -0.04 0.0008
O -25.7605 -11.2627 -15.2381 1.72 -2.26 -1.87 -0.0019
H -23.0241 -7.2683 -20.5955 -0.29 -0.03 -0.46 0.0006
H -22.6810 -11.7069 -15.2823 -0.56 -0.14 0.36 0.0012
H -19.4711 -7.4959 -15.0457 0.05 -0.56 -0.31 -0.0033
C -24.0824 -5.5329 -15.6261 -1.71 -1.05 0.92 0.0009
C -20.8006 -10.3715 -18.4786 1.36 1.34 0.35 0.0091
H -26.8824 -6.7418 -20.4118 -0.28 0.06 0.73 -0.0003
H -24.6301 -12.9314 -14.7842 0.48 -0.14 0.01 -0.0004
C -21.3050 -11.8323 -12.8114 1.09 0.51 0.42 0.0399
H -26.1678 -12.0226 -13.3631 0.00 0.20 0.31 0.0000
C -27.1636 -7.7915 -20.3272 0.95 -2.74 -0.99 -0.0011
H -23.1810 -9.1705 -11.7637 0.19 0.12 0.40 -0.0022
H -20.2977 -12.1280 -12.5181 -0.16 -0.86 0.01 0.0009
C -21.2594 -6.8792 -17.2983 0.31 2.38 1.68 -0.0083
H -19.8913 -6.6701 -13.6972 -0.11 -0.34 1.06 0.0004
H -24.4897 -5.0128 -16.4931 0.59 0.00 -0.17 0.0009
C -23.0474 -8.3167 -20.8928 0.76 -2.07 1.72 -0.0043
H -19.4463 -8.9049 -17.8102 0.27 0.27 -0.08 -0.0005
C -20.5587 -10.2673 -10.8217 0.10 0.64 0.06 0.0098
V -23.2056 -9.0510 -16.1816 -3.40 -0.27 -1.10 1.1042
H -18.4204 -9.9030 -10.1958 -0.47 -0.30 0.18 -0.0003
H -24.9469 -5.9463 -15.1065 -0.22 -0.87 -0.59 -0.0004
H -18.2644 -7.3584 -13.8478 -0.11 -0.08 0.28 -0.0003
H -26.9431 -10.6110 -19.4924 -0.39 -0.31 0.02 0.0003
H -24.4948 -11.5868 -17.6563 -0.35 0.31 0.43 0.0026
C -26.6327 -11.5151 -14.2084 -1.51 0.97 0.13 -0.0004
C -24.0753 -12.1513 -16.8236 -0.23 -0.36 2.99 0.0054
H -23.8414 -4.8662 -14.7982 1.43 0.30 -0.42 0.0001
O -21.8284 -9.2779 -14.3768 2.67 -0.36 4.91 0.4054
H -20.5811 -8.3938 -16.2756 -0.50 -0.15 0.84 -0.0190
H -22.7575 -13.8922 -16.6528 -0.35 -0.23 0.16 0.0002
H -20.2528 -6.4704 -17.3872 0.60 -0.44 0.00 -0.0008
C -26.6928 -8.3982 -21.6607 -0.14 0.83 0.54 0.0003
O -24.2260 -9.0952 -18.2004 0.57 -0.54 0.31 0.0966
H -20.8008 -9.3473 -10.2896 -0.99 -0.02 -0.01 -0.0024
```
Forces are in eV/Å.



No. 2
Molecular formula: C28H63N3O4Zn2
Method: DFT, ωB97M-V/def2-TZVPD

Calculated values
Maximum force (eV/Å): 3.80
Kohn-Sham gap (Eh): 0.117
Net charge: +4
DFT total energy (Ha): -5126.65223
Highest occupied orbital energy (Ha): -0.6066

The geometry in XYZ format:
```
100
Properties=species:S:1:pos:R:3:forces:R:3:lowdin_charge:R:1
H 1.4511 7.6960 -1.5044 -0.36 0.00 -0.12 0.0981
H 0.0289 5.5779 -1.8449 0.39 0.33 -0.67 0.0962
O 5.9373 0.9579 2.2816 1.53 -0.44 0.00 -0.2382
C 0.1305 8.7590 -4.6330 0.46 0.02 1.19 -0.0828
O 1.0748 -0.3187 1.7376 -0.31 -0.58 0.18 -0.3665
C 1.1435 5.8846 3.3549 0.58 1.43 -0.84 0.0469
C -0.2965 -0.6361 1.5555 1.01 1.25 0.83 -0.2214
H -3.7626 -4.9207 7.3823 -0.54 0.24 -0.40 0.1370
C 1.9900 7.2902 -5.1983 -1.31 -0.32 0.01 -0.1216
O 2.0411 3.7722 3.8033 -0.14 -0.19 1.55 0.0612
H -1.4443 -4.6745 8.3675 0.39 0.79 -0.30 0.1058
H 0.3409 7.7429 -6.4811 0.06 0.02 -0.19 0.1218
H -0.7423 -1.5724 1.8911 0.90 -0.73 0.31 0.0688
H 0.4650 5.7014 -4.3897 -0.10 0.52 -0.21 0.1281
C -1.8962 4.8613 -2.2385 -0.05 0.52 -0.42 -0.0868
Zn 3.2260 0.3646 4.2434 -0.67 0.52 -0.94 0.8842
H -2.2363 -3.2195 -5.3875 -0.08 0.13 -0.85 0.0997
H -1.6548 8.0227 -2.7802 -0.09 -0.27 0.33 0.1326
H 1.3311 -2.1908 -4.9157 0.54 -0.01 0.31 0.1318
H -1.4746 6.6700 -3.9159 0.05 0.31 -0.15 0.1165
C 1.4333 -3.2684 -5.0435 -2.83 -0.73 0.20 -0.0764
H 1.8882 6.1826 -3.4002 -0.53 -0.31 0.39 0.1155
H 0.5794 -5.9100 -4.8551 0.38 0.46 -0.11 0.1172
H -0.7715 -6.4757 6.0446 -0.35 0.32 -0.77 0.1283
H -0.4239 -0.6802 0.4739 -0.24 0.31 -0.43 0.0859
H 0.6438 -4.7562 -2.1432 -0.06 -0.34 -0.25 0.1415
C -0.9899 -5.4689 6.4005 -1.26 0.67 1.49 -0.0535
C -3.6527 -5.3811 6.4004 1.37 -1.14 -0.51 -0.1114
C -4.7107 -5.3705 5.2974 -0.45 0.38 0.69 -0.1376
H -0.8699 -2.3284 -6.1292 0.12 0.03 0.33 0.1052
H -1.7571 -5.0011 3.7347 -0.44 -0.10 -0.53 0.1295
H -0.8142 -5.0497 -5.5335 0.40 0.61 -0.02 0.1090
C -2.4978 -5.5226 4.3409 0.53 -0.03 0.71 -0.0866
H 7.4930 0.4146 3.3943 0.09 -0.14 0.62 0.1176
H -4.2953 -6.4600 3.3067 0.52 -0.98 1.02 0.1257
H 1.0788 -5.5616 8.1818 -0.02 -0.01 -0.60 0.0742
C 7.3456 0.7502 2.3678 -1.86 1.27 -0.85 -0.1341
H -1.4035 -2.9787 5.5946 -0.30 0.40 -0.28 0.0914
H 0.2082 5.6917 3.8804 0.46 -0.09 0.06 0.1012
C -2.4370 -3.2904 5.7455 0.72 -2.03 -0.38 0.0585
H -2.7977 -0.8208 -5.9777 0.18 0.12 -0.08 0.0835
H 7.9329 1.6296 2.1038 -0.26 0.21 0.25 0.0921
H -3.1203 -3.0617 4.9276 0.24 0.38 0.12 0.1014
H -2.8041 -2.9108 6.6991 0.00 -0.31 -0.08 0.1077
N 0.3554 -3.8750 -4.0612 -0.77 0.58 -1.49 -0.2471
H 7.7959 -0.0660 1.8028 -0.47 -0.74 -0.32 0.1111
H -1.5362 -3.4736 -3.2723 -0.10 0.74 0.28 0.1323
Zn 3.2964 1.4283 0.2223 0.32 0.01 1.14 0.8248
C 1.1195 6.5216 -4.0946 2.67 2.70 -0.06 -0.0637
H 0.3605 -7.0364 8.7500 -0.11 0.08 0.22 0.0882
H -1.5894 4.0061 -1.6364 -0.42 -0.01 -0.06 0.0740
H -2.9679 5.0573 -2.2051 0.02 0.20 0.87 0.0859
C 2.5223 -4.4806 -3.2201 1.79 0.63 0.44 -0.1480
C -0.1971 -5.1749 -4.6437 0.11 -0.56 0.54 0.0330
H -0.9073 0.1276 2.0369 -0.20 0.33 -0.48 0.0765
H -5.1851 -4.3897 5.2649 -0.22 -0.12 -0.09 0.1156
C -1.5265 -2.4018 -5.2623 -0.87 -1.06 2.51 -0.1894
O 2.3187 4.4621 1.7378 -0.36 1.13 0.23 -0.0403
H 3.4029 -3.1082 -4.6297 0.65 -0.56 -0.21 0.1259
C 2.7017 -3.9426 -4.6407 0.84 0.53 -0.36 -0.1347
H 1.8209 8.8420 -2.8351 0.50 0.92 1.33 0.0956
H 1.0224 -3.4629 -6.0341 0.48 -0.19 -0.07 0.1302
H -1.0442 6.4798 -0.9468 -0.61 -0.01 0.04 0.1118
H -2.1270 -6.5262 4.5490 0.07 0.09 -0.28 0.1187
C -1.0942 -5.6114 7.9343 -1.26 1.56 0.44 -0.2544
H 3.1807 -3.9097 -2.5654 0.27 -0.13 0.01 0.1188
H -1.6726 -0.3014 -4.7167 -0.16 0.14 0.09 0.0688
H -0.3699 -1.9923 -3.4505 -0.32 -0.23 0.71 0.1118
H -0.1740 -4.7731 6.2047 -0.20 -0.05 -0.48 0.1179
C -0.8399 -2.8829 -3.8676 1.23 -0.01 -2.37 -0.0700
N 0.3675 7.7310 -3.4607 -3.18 -1.79 0.72 -0.2191
H -5.4651 -6.1095 5.5674 -0.04 0.11 -0.16 0.1318
H -1.9822 -6.1567 8.2541 0.45 -1.11 -0.30 0.1057
C -1.0687 7.1348 -3.0173 1.83 0.36 -0.53 -0.0950
H 1.0150 6.4618 2.4392 -0.65 -0.39 -0.27 0.0836
H 0.2884 -5.4587 9.6269 -0.61 -0.44 0.23 0.0889
H 0.3142 9.1252 -1.7813 0.31 -0.03 -0.12 0.1143
H -0.9320 8.8645 -4.8523 0.04 -0.46 0.08 0.1304
H 2.8673 -5.5028 -3.0644 -0.70 -0.15 -0.32 0.1335
H 3.0114 -4.7270 -5.3313 0.04 0.28 -0.04 0.1341
C -3.9900 -5.6429 3.9603 0.01 1.78 -0.30 -0.1275
H 2.3976 6.6322 -5.9657 0.01 -0.04 0.19 0.1210
H 1.3740 9.1526 -6.3257 0.36 -0.25 0.03 0.1321
H 0.4310 9.7392 -4.2628 0.20 -0.11 0.13 0.1284
C 0.1887 -5.9633 8.6659 0.81 -0.16 -0.27 -0.0804
C 0.9901 8.2831 -5.7921 -0.79 -0.30 -0.18 -0.1560
H -4.3413 -4.8811 3.2644 0.50 0.74 0.17 0.1060
H -3.4569 -6.4412 6.5619 0.23 -0.02 0.32 0.1340
C 1.9346 4.6498 2.9131 0.54 -2.62 -1.85 -0.6599
N -2.3585 -4.8492 5.7422 -0.16 -1.17 0.53 -0.2145
H -1.8304 4.6197 -3.2993 0.63 -0.37 -0.11 0.0665
C 1.0383 8.4265 -2.2002 0.11 -1.10 -3.14 0.0781
H 1.8365 6.5709 3.8415 -0.09 -0.43 0.91 0.1026
H -3.2006 -1.1807 -4.3566 0.34 -0.30 0.32 0.0817
H -0.8387 -5.7017 -3.9374 -0.02 0.47 0.44 0.1101
C 1.1641 -4.0720 -2.8134 -2.04 -0.58 0.98 -0.1414
H 1.1576 -3.1499 -2.2322 0.06 0.36 -0.51 0.1298
H 2.8065 7.8442 -4.7350 0.08 -0.31 0.26 0.1144
C -2.3446 -1.1015 -5.0269 0.50 -0.40 -0.69 -0.0893
C -0.9501 6.0470 -1.9427 -0.29 -0.03 0.30 -0.2348
```
Forces are in eV/Å.



> Among the records above, which one has the highest DFT total energy?

C28H62N4O6V